Entry 1:
Molecular formula: C26H52NiO14S6
Method: DFT, ωB97M-V/def2-TZVPD

```
99
Properties=species:S:1:pos:R:3:forces:R:3
Ni 0.481173 -1.468392 1.295530 0.876 0.544 -0.643
O 0.964069 0.371380 0.645750 -0.962 -0.524 0.272
C 1.162627 0.313487 -0.713377 1.866 0.095 0.184
C 1.081300 -1.099350 -1.315233 -1.799 -1.316 -1.252
O 1.067221 -2.179874 -0.450841 0.488 0.279 1.079
H 2.207727 0.656559 -0.914667 -0.145 0.234 -0.167
H 0.523589 0.982210 -1.323886 -0.185 0.001 0.264
H 1.806864 -1.301619 -2.124616 0.273 0.529 0.118
H 0.095797 -1.172321 -1.854209 0.152 0.410 -0.178
C -0.572071 -5.815267 -0.428473 -0.111 0.095 -0.091
C 0.901922 -6.260943 -0.348728 -0.647 -0.268 -0.165
C 1.555576 -5.264580 0.586801 1.144 0.232 -0.500
S 0.380993 -4.885179 1.871156 0.596 -0.750 -1.462
O 0.200785 -3.464332 1.860518 -0.636 0.432 0.922
O 0.713690 -5.606195 3.061638 -0.217 0.162 0.559
C -0.997591 -5.663952 1.024483 0.206 -0.697 0.668
H -1.200608 -6.586081 -0.874727 0.032 0.118 -0.237
H -0.665644 -4.883778 -0.989685 0.019 -0.003 0.030
H 1.390723 -6.278649 -1.320949 -0.028 0.170 -0.041
H 0.900298 -7.296428 0.006567 0.249 0.134 0.272
H 1.767701 -4.343129 0.029456 -0.427 0.166 0.186
H 2.516148 -5.567921 1.002574 -0.222 -0.243 0.325
H -1.938425 -5.197763 1.305266 0.009 0.261 -0.300
H -0.979970 -6.677385 1.439669 -0.214 0.108 0.164
C 0.840974 4.933500 -0.181992 -0.084 0.562 -0.134
C -0.078736 5.900890 -1.036955 0.988 -0.416 0.895
C -1.473907 5.373144 -0.883822 -1.990 0.485 0.010
S -1.610156 4.621768 0.730389 1.676 -1.291 -0.936
O -2.598274 3.562588 0.800119 -0.331 0.515 -0.006
O -1.523096 5.611809 1.762460 -0.222 0.459 0.507
C 0.002475 3.848898 0.481915 -0.419 0.684 0.705
H 1.287697 5.555544 0.590643 0.310 -0.204 0.017
H 1.618668 4.499316 -0.805623 0.084 -0.032 0.100
H 0.325467 6.013674 -2.039887 -0.521 -0.419 -0.287
H -0.005005 6.902717 -0.612845 -0.178 -0.056 0.146
H -1.792850 4.540007 -1.508698 0.284 0.245 -0.483
H -2.236790 6.157127 -0.895986 -0.011 -0.095 -0.314
H -0.177717 2.977416 -0.131884 0.097 -0.324 -0.030
H 0.331663 3.584764 1.484543 0.307 -0.300 -0.140
C 5.269219 -0.335471 0.751332 -0.043 -1.387 1.248
C 5.715914 -0.168033 2.235530 1.067 -0.253 -0.989
C 4.473339 -0.338274 3.061966 -0.641 0.580 0.132
S 3.720625 -1.816495 2.407613 0.478 1.231 -1.913
O 2.295499 -1.665912 2.445168 -0.527 -0.274 0.508
O 4.329297 -3.025536 2.855067 0.278 -0.712 1.003
C 4.359012 -1.555652 0.737343 -1.656 -0.615 -0.331
H 6.128398 -0.602576 0.146323 0.084 0.819 -0.398
H 4.663291 0.520408 0.472696 0.362 0.204 -0.502
H 6.228370 0.790939 2.303210 -0.231 0.076 0.514
H 6.464386 -0.944420 2.423514 -0.090 0.047 0.290
H 3.792944 0.469254 2.763891 -0.247 -0.224 0.173
H 4.485539 -0.365620 4.147824 0.436 -0.130 0.032
H 3.503062 -1.446711 0.061301 -0.119 0.181 0.286
H 4.707761 -2.565668 0.515618 0.900 0.355 -0.135
C -0.891202 1.353777 -5.892714 -0.347 0.812 0.098
C 0.418285 1.091254 -5.146714 -1.020 0.215 1.889
C 0.482127 2.111287 -3.963177 0.812 0.200 -1.302
S -0.484647 3.555465 -4.428481 -0.610 -1.244 -0.066
O 0.271006 4.766070 -4.585720 0.232 0.088 -0.059
O -1.643294 3.551250 -3.555448 0.063 0.149 -0.076
C -1.013514 2.860837 -6.015904 1.372 1.439 -0.179
H -1.743281 1.061966 -5.278198 0.026 -0.692 -0.212
H -0.877307 0.914051 -6.885619 -0.362 -0.286 0.072
H 1.328227 1.144975 -5.730826 -0.081 -0.056 -0.305
H 0.339875 0.154865 -4.590406 0.368 -0.387 -0.673
H 1.535014 2.372992 -3.884758 -0.139 0.271 0.777
H 0.012135 1.731899 -3.067956 0.227 -0.028 0.245
H -0.242672 3.217491 -6.710305 -0.164 0.096 -0.053
H -1.927941 3.410990 -6.225749 -0.358 -0.637 -0.196
C -2.815238 -1.147853 -2.186028 -0.221 -0.896 0.670
C -3.030168 0.176183 -1.433180 0.426 0.266 0.188
C -3.612293 -0.112040 -0.064061 -1.214 0.768 0.156
S -2.907573 -1.644758 0.454092 0.437 0.141 -0.813
O -3.846530 -2.402336 1.215470 -0.360 -0.461 0.916
O -1.588102 -1.394493 0.985845 -0.508 0.129 -0.137
C -2.836628 -2.343031 -1.188619 -0.106 1.140 -0.003
H -1.835119 -1.138268 -2.640102 -0.020 0.051 -0.513
H -3.603962 -1.424467 -2.881750 0.133 0.609 -0.438
H -3.685103 0.867716 -1.952192 0.072 0.085 -0.201
H -2.050168 0.644092 -1.316596 -0.088 0.154 0.026
H -4.707072 -0.182651 -0.114398 0.150 -0.780 -0.196
H -3.543280 0.666781 0.695626 0.887 0.018 -0.045
H -3.820206 -2.804121 -1.207547 0.251 -0.646 -0.298
H -1.971826 -2.974831 -1.353915 -0.134 -0.385 0.386
C -2.764087 0.918879 3.354537 0.536 0.125 1.204
C -2.758468 0.644465 4.869411 -1.187 -0.304 0.880
C -1.577490 -0.251280 5.252953 0.669 1.118 -0.746
S -0.340331 0.317820 4.034463 -0.075 0.611 -0.017
O -0.105914 -0.810781 3.163109 0.006 -0.209 0.416
O 0.747101 1.022276 4.659173 0.249 -0.353 0.082
C -1.355703 1.502455 3.160886 -0.605 -0.187 -0.032
H -3.553903 1.642538 3.172594 0.020 -0.085 -0.555
H -2.904801 -0.047036 2.868547 -0.086 0.264 -0.374
H -3.721889 0.263632 5.227762 0.179 -0.421 -0.248
H -2.689087 1.573566 5.446031 0.328 0.127 -0.338
H -1.647739 -1.322359 5.097370 -0.335 -0.031 0.069
H -1.166888 0.026170 6.217623 -0.004 -0.314 0.173
H -0.966715 1.651255 2.155528 0.006 -0.357 -0.091
H -1.314635 2.439456 3.718560 0.215 0.001 -0.059
```
Positions in Å, forces in eV/Å.

## Properties
HOMO (spin up / spin down)   -7.1 / -7.1 eV
⟨S²⟩   2.00
Spin multiplicity   3
E   -5972.54969 a.u.

Entry 2:
Molecular formula: C19H24N4O4
Method: DFT, ωB97M-V/def2-TZVPD

```
51
Properties=species:S:1:pos:R:3:forces:R:3
C 0.570270 1.084204 -5.406693 0.227 -0.277 0.295
C 1.454981 0.373165 -4.395119 0.036 0.198 -0.141
O 1.163080 -1.007491 -4.447044 -0.262 0.028 -0.080
C 1.806165 -1.805423 -3.476947 -0.016 -0.356 0.218
C 0.844874 -2.292380 -2.386976 0.110 0.482 -0.257
C 0.281659 -1.146962 -1.547926 0.093 -0.067 -0.209
N -0.506432 -1.659694 -0.450852 0.398 -0.200 -0.179
C -1.725600 -1.201986 -0.141313 -0.060 -0.433 0.419
O -2.319401 -0.340626 -0.758626 -0.409 0.285 -0.249
C -2.337449 -1.901308 1.089555 -0.065 0.024 -0.254
N -1.760526 -1.401889 2.317750 0.008 -0.125 -0.134
C -0.434662 -1.606040 2.708479 -0.027 -0.202 0.057
O 0.376180 -2.278759 2.114753 0.244 -0.240 -0.125
N -0.271513 -0.968900 3.886490 0.155 0.088 0.336
C -1.417414 -0.177319 4.248689 -0.178 0.413 0.386
C -1.186943 1.340098 4.062241 -0.175 -0.220 -0.246
C -0.928634 1.645976 2.621995 -0.215 0.167 0.099
C -1.878411 1.890183 1.668611 0.046 0.114 0.302
N -1.293226 2.056491 0.450168 -0.168 0.204 -0.188
C 0.052229 1.887270 0.579157 0.455 -0.044 0.290
C 1.065143 1.960427 -0.368820 0.046 0.051 -0.077
C 2.358911 1.750829 0.057465 -0.055 0.051 -0.181
C 2.646123 1.487756 1.400123 0.186 -0.054 0.170
C 1.650566 1.432345 2.348257 0.001 0.022 -0.051
C 0.329166 1.630044 1.946117 -0.093 0.069 -0.435
C -2.447122 -0.633357 3.220819 0.167 -0.124 0.315
O -3.617198 -0.364750 3.179118 -0.211 0.189 0.049
H 0.749106 0.680976 -6.399197 0.011 0.000 -0.127
H 0.785784 2.149149 -5.407654 -0.001 0.125 -0.029
H -0.475124 0.928558 -5.155375 -0.128 0.027 0.008
H 1.272236 0.770974 -3.387232 0.044 -0.039 -0.021
H 2.517617 0.538678 -4.636939 -0.116 -0.012 0.090
H 2.642233 -1.260402 -3.021615 0.019 -0.011 -0.032
H 2.210564 -2.678760 -4.002591 0.049 0.121 0.105
H 0.022932 -2.830384 -2.860447 -0.017 -0.100 0.029
H 1.385336 -2.983394 -1.736652 0.029 -0.101 0.000
H -0.377854 -0.519516 -2.150700 0.144 0.035 0.049
H 1.101845 -0.536502 -1.150454 -0.110 -0.005 -0.106
H -0.027085 -2.253634 0.218511 -0.222 0.109 0.019
H -3.405938 -1.677270 1.130158 0.193 -0.058 -0.050
H -2.175709 -2.980601 1.020069 -0.051 0.087 0.041
H 0.642057 -0.830978 4.283736 0.006 -0.078 -0.153
H -1.744842 -0.393295 5.270931 -0.097 -0.024 -0.166
H -0.346283 1.653815 4.683758 -0.059 0.028 0.086
H -2.087676 1.856229 4.396295 0.048 0.012 0.118
H -2.942710 1.960476 1.783892 -0.209 -0.028 -0.009
H -1.796146 2.098125 -0.420671 0.048 -0.120 0.073
H 0.838839 2.178659 -1.402330 0.011 0.008 -0.118
H 3.170293 1.795034 -0.654531 0.047 0.012 -0.072
H 3.673894 1.332307 1.693570 0.079 -0.008 0.036
H 1.891815 1.249852 3.385997 0.043 -0.023 0.101
```
Positions in Å, forces in eV/Å.

## Properties
SMILES string   CCOCCCNC(=O)CN1C(=O)N[C@@H](Cc2c[nH]c3ccccc23)C1=O
HOMO   -8.0 eV
Spin multiplicity   1
E   -1258.49123 a.u.